1.
# C31H60Cl3FN3O3S

3 unconnected molecules or ions with the total composition C31H60Cl3FN3O3S in a non-equilibrium geometry (wB97M-V/def2-TZVPD, the Open Molecules 2025 dataset).

XYZ file:
```
102
Properties=species:S:1:pos:R:3:mulliken_charge:R:1
C -1.74963 2.51332 4.44729 -0.368
C -1.54443 1.41039 5.33071 -0.207
C -1.37979 -0.17769 5.82933 -0.484
C -0.24589 -0.96877 4.88770 0.157
C -0.80030 -1.00914 3.35799 -0.825
C -0.10137 -1.99328 2.29364 -0.001
C 1.51054 -2.00360 2.13617 0.146
C 2.39884 -2.33084 3.47583 -1.041
C 1.91860 -3.78825 4.14163 0.206
C 2.36829 -3.95790 5.71271 -0.946
Cl 2.84600 -5.13119 3.18706 -0.182
C 2.09135 -0.71061 1.24714 -0.282
C 3.36430 0.05264 1.98081 -0.427
Cl 4.09878 1.20626 0.67238 -0.050
C 2.94240 1.03103 3.22618 0.608
C 3.87291 0.87965 4.57162 -0.899
Cl 3.02449 2.82190 2.63400 -0.154
C 0.93324 0.35869 0.81121 -1.081
N -0.35937 -0.22324 0.31180 0.317
C -0.72516 -1.59715 0.79288 -1.447
C -0.24264 -2.65086 -0.40006 -0.350
C -0.66974 -4.21670 -0.09327 0.212
O -1.80588 -4.80217 -0.55268 -0.437
F 0.24765 -5.08075 0.73223 -0.214
S -2.62454 -1.71668 0.74409 1.370
C -3.34138 -1.82224 -0.97965 -0.937
O -3.31879 -0.47128 1.41971 -0.629
O -3.06562 -2.94073 1.63813 -0.622
H -2.09313 3.42057 3.75644 0.332
H -0.86268 -0.09734 6.90178 0.354
H -2.39815 -0.75630 5.85214 0.413
H 0.74010 -0.30604 5.00471 -0.116
H -0.08527 -2.06536 5.29658 -0.011
H -0.81550 0.11931 2.96798 -0.099
H -1.95660 -1.28728 3.48089 0.423
H -0.48800 -3.10308 2.49797 0.889
H 1.76995 -2.94684 1.44451 0.388
H 2.42206 -1.48919 4.28417 -0.263
H 3.51386 -2.53636 3.10330 0.678
H 0.76008 -3.95168 4.09574 0.252
H 1.46836 -3.56989 6.38012 0.251
H 3.39912 -3.47503 5.98741 0.269
H 2.44243 -5.11874 5.91725 0.377
H 2.54474 -1.12574 0.22246 0.374
H 4.26679 -0.68776 2.23142 0.476
H 1.79030 0.85989 3.48745 -0.247
H 4.08330 1.98790 4.95179 0.361
H 4.84523 0.24327 4.43284 0.235
H 3.16895 0.40371 5.40940 0.255
H 0.64977 1.14934 1.65150 0.256
H 1.37273 1.01630 -0.08331 0.421
H -0.27401 -0.28396 -0.74792 0.619
H -1.10597 0.51932 0.46856 0.585
H -0.65334 -2.31903 -1.47084 0.502
H 0.94285 -2.66083 -0.54386 0.447
H -2.63878 -1.31801 -1.80235 0.312
H -4.34695 -1.18292 -0.97874 0.412
H -3.63946 -2.91872 -1.26036 0.356
C 6.25802 5.36855 -5.03889 -1.394
C 6.02096 5.30344 -3.53319 -0.334
N 5.82539 3.94558 -3.01806 0.126
C 5.33360 3.91642 -1.63733 -0.500
C 6.24942 4.47187 -0.54916 -1.016
C 6.88125 2.97594 -3.32223 -0.602
C 8.29506 3.30162 -2.85068 -0.948
H 5.44380 4.88583 -5.59005 0.324
H 6.30804 6.41433 -5.36215 0.428
H 7.20212 4.89654 -5.32600 0.295
H 5.11709 5.89126 -3.32882 0.413
H 6.84677 5.81238 -3.02523 0.269
H 5.05599 2.88882 -1.37076 0.185
H 4.39040 4.47690 -1.60159 0.359
H 7.06529 3.78446 -0.31819 0.220
H 5.67838 4.60911 0.37609 0.377
H 6.67306 5.44390 -0.81473 0.336
H 6.91182 2.83120 -4.40957 0.367
H 6.59848 1.99197 -2.93126 0.262
H 8.57382 4.34201 -3.03533 0.240
H 9.01420 2.67364 -3.38834 0.374
H 8.42422 3.08908 -1.78736 0.260
C -8.00457 -1.67914 -1.42588 -1.128
C -8.18288 -0.66118 -2.54819 -0.403
N -7.14268 -0.72073 -3.57864 0.194
C -7.16967 0.42404 -4.49401 -0.647
C -8.39975 0.58870 -5.38348 -0.973
C -6.93390 -2.02275 -4.21793 -0.645
C -8.12638 -2.66159 -4.92301 -1.048
H -7.02106 -1.58117 -0.95382 0.085
H -8.76489 -1.51753 -0.65357 0.422
H -8.12011 -2.70680 -1.78241 0.308
H -8.16034 0.33198 -2.08194 0.426
H -9.18294 -0.78290 -2.97721 0.257
H -6.27676 0.40232 -5.13146 0.339
H -7.06189 1.33850 -3.89637 0.386
H -8.39993 -0.12568 -6.20882 0.219
H -8.39831 1.58955 -5.82991 0.398
H -9.33511 0.48407 -4.82760 0.271
H -6.57454 -2.72587 -3.45590 0.242
H -6.10210 -1.95286 -4.92802 0.420
H -9.04985 -2.58873 -4.34324 0.245
H -7.92873 -3.72722 -5.08416 0.386
H -8.29643 -2.22021 -5.90728 0.276
```

Properties
- HOMO-LUMO gap: 6.0 eV
- Net charge: +1
- Total energy: -3484.974266 Eh
- ΔE to the lowest compared entry with this formula, charge and spin: 13.044 eV
- HOMO energy: -9.69 eV

=====

2.
# C31H60F3O29Rb

A molecular structure, C31H60F3O29Rb in a non-equilibrium geometry (wB97M-V/def2-TZVPD, the Open Molecules 2025 dataset).

XYZ file:
```
124
Properties=species:S:1:pos:R:3:mulliken_charge:R:1
Rb -2.37514 -15.06729 -19.34527 0.714
C -5.00912 -17.00708 -17.45417 0.275
O -5.02163 -15.84766 -18.34843 0.274
O -3.64752 -17.23802 -17.22876 -0.904
C -5.93419 -16.72837 -16.19512 0.585
F -6.09072 -17.89693 -15.52621 -0.246
F -5.53444 -15.72001 -15.32796 -0.199
F -7.14405 -16.36348 -16.56661 -0.184
C -6.25074 -15.62077 -19.04829 0.221
C -6.08252 -14.37294 -19.95338 0.254
H -5.18514 -14.56341 -20.54205 -0.204
H -6.91690 -14.13768 -20.61410 0.240
H -5.77512 -13.45483 -19.45269 -0.350
H -7.06908 -15.17011 -18.48675 -0.022
H -6.62900 -16.50766 -19.55666 -0.233
H -5.50431 -17.78675 -18.03297 -0.391
C -5.93027 -12.16386 -15.82950 -0.469
O -6.74240 -12.41965 -16.91351 0.110
C -8.03670 -12.72580 -16.73329 0.467
O -8.70808 -12.74796 -15.68510 -0.639
O -8.55296 -13.08251 -17.91649 -0.011
C -9.89574 -13.58388 -17.90468 -0.927
H -4.90207 -11.97440 -16.13774 -0.039
H -5.96241 -13.05049 -15.19629 0.096
H -6.16864 -11.30448 -15.20280 0.406
H -9.96599 -14.53973 -17.38554 0.219
H -10.25597 -13.79810 -18.91088 0.321
H -10.60997 -13.01312 -17.31121 0.432
C -7.34740 -10.11532 -19.51893 -0.714
O -7.54663 -11.19293 -20.39906 0.166
C -8.26894 -11.13749 -21.44023 0.623
O -8.77408 -10.09855 -21.85519 -0.664
O -8.32150 -12.27016 -22.06956 -0.162
C -9.01560 -12.43639 -23.28699 -1.016
H -6.88433 -10.44913 -18.59036 -0.071
H -8.21683 -9.50131 -19.28402 0.386
H -6.63494 -9.44093 -19.99399 0.338
H -8.40738 -13.10980 -23.89087 0.304
H -8.83879 -11.53096 -23.86754 0.456
H -10.09213 -12.60578 -23.26473 0.299
C -4.95820 -12.22223 -23.64541 -0.419
O -4.98687 -11.62253 -22.47669 -0.254
C -4.11025 -11.84312 -21.45134 0.833
O -3.23391 -12.70893 -21.40206 -0.603
O -4.49765 -11.00624 -20.42562 -0.262
C -4.00104 -11.14890 -19.13894 -0.535
H -4.46480 -11.59525 -24.38807 0.300
H -6.00284 -12.35459 -23.92701 0.092
H -4.52525 -13.22235 -23.66608 0.131
H -3.11028 -10.53013 -19.03053 0.356
H -3.76380 -12.15565 -18.79504 0.199
H -4.67924 -10.82872 -18.34798 0.193
C -7.04634 -19.56977 -19.89960 -0.905
O -7.50587 -19.23340 -18.62634 0.030
C -8.67890 -18.55308 -18.55469 0.779
O -9.43447 -18.21826 -19.45789 -0.627
O -9.04843 -18.72327 -17.25243 -0.214
C -10.36129 -18.29077 -16.82493 -0.622
H -7.69372 -20.31015 -20.36953 0.400
H -6.03872 -19.98179 -19.84440 0.309
H -7.12281 -18.72615 -20.58557 0.227
H -10.37858 -17.90441 -15.80585 0.307
H -11.19551 -18.98730 -16.90872 0.287
H -10.66151 -17.55033 -17.56636 0.113
C -0.60711 -15.70409 -22.69841 -0.556
O -1.77762 -15.68040 -23.47343 -0.357
C -2.96245 -16.16015 -23.01455 0.971
O -3.06065 -16.69147 -21.92163 -0.592
O -3.81017 -15.91601 -23.91180 -0.346
C -5.21306 -16.32430 -23.79021 -0.624
H -0.65876 -14.94552 -21.91738 0.089
H 0.33475 -15.42282 -23.16946 0.312
H -0.28956 -16.65122 -22.26230 0.323
H -5.77332 -15.80061 -23.01565 0.132
H -5.22661 -17.32433 -23.35679 0.364
H -5.73478 -16.36550 -24.74636 0.300
C -7.12818 -24.97794 -14.03578 -0.676
O -6.84918 -24.20406 -15.16621 -0.299
C -6.17959 -23.01709 -15.08291 0.736
O -5.76056 -22.43887 -14.03070 -0.607
O -6.15840 -22.52158 -16.29356 -0.338
C -6.10311 -21.12182 -16.47017 -0.642
H -6.51035 -25.86500 -14.17542 0.276
H -8.10130 -25.45514 -14.15162 0.251
H -7.05570 -24.51828 -13.05010 0.323
H -6.15251 -21.01888 -17.55417 0.181
H -5.23028 -20.61467 -16.05899 0.426
H -7.07482 -20.67282 -16.26452 0.327
C -7.78509 -14.38108 -12.66205 -0.433
O -7.78972 -13.76708 -11.32826 -0.283
C -9.00479 -13.75653 -10.68475 0.686
O -10.13969 -13.96262 -11.14189 -0.564
O -8.74362 -13.54204 -9.37114 -0.308
C -9.72258 -13.43000 -8.43488 -0.670
H -8.28265 -15.35043 -12.69200 0.318
H -6.75879 -14.47785 -13.01623 0.149
H -8.30608 -13.65044 -13.28078 0.259
H -10.18739 -14.41322 -8.50779 0.315
H -10.50237 -12.67111 -8.49903 0.281
H -9.18035 -13.43646 -7.48934 0.246
C -13.80993 -16.67722 -23.55382 -0.660
O -12.38435 -16.70567 -23.25781 -0.309
C -11.97399 -16.24556 -22.00751 0.638
O -12.69975 -16.11184 -21.01916 -0.555
O -10.60694 -16.22719 -21.97975 -0.272
C -9.98416 -15.68268 -20.85381 -0.240
H -14.33569 -17.56362 -23.19890 0.271
H -13.92583 -16.46970 -24.61759 0.270
H -14.27886 -15.83849 -23.03930 0.318
H -9.66306 -14.64335 -20.92308 0.199
H -9.02709 -16.19247 -20.74322 0.044
H -10.43279 -15.77784 -19.86499 0.276
C 0.54496 -11.40874 -17.38017 -0.549
O -0.07417 -12.01910 -16.24929 -0.388
C -1.25365 -12.73466 -16.32140 0.676
O -1.93634 -12.84623 -17.32103 -0.270
O -1.48788 -13.26902 -15.16998 -0.350
C -2.74599 -13.97139 -15.00245 -0.283
H 0.62061 -12.14709 -18.17843 0.251
H 1.50773 -11.01689 -17.05210 0.207
H -0.08022 -10.58784 -17.73141 0.274
H -2.97952 -14.82367 -15.64055 0.348
H -3.65677 -13.37829 -15.08493 -0.092
H -2.80070 -14.25952 -13.95265 0.372
```

Properties
- HOMO-LUMO gap: 6.9 eV
- Net charge: 0
- Total energy: -3722.725191 Eh
- ΔE to the lowest compared entry with this formula, charge and spin: 4.760 eV
- HOMO energy: -7.17 eV